(1)
{"formula": "F4P2S2", "method": "ωB97M-V/def2-TZVPD", "elements": ["F", "F", "F", "F", "P", "P", "S", "S"], "xyz": [[-2.461, 1.312, -0.059], [-2.569, -1.030, 0.608], [-0.542, 0.355, 0.815], [0.892, 0.600, -1.271], [-1.731, -0.059, -0.338], [1.891, -0.210, -0.143], [2.976, 1.137, 0.671], [1.543, -2.104, -0.283]], "nbo_charge": [-0.573, -0.575, -0.606, -0.579, 1.763, 0.804, -0.030, -0.203], "de_lowest_ev": 0.484, "gap_ev": [6.4053, 5.5368], "multiplicity": 3, "e_tot_ha": -1878.56828, "e_lumo_ha": [-0.02157, -0.17155], "s_squared": 2.024}

---

(2)
{"formula": "C44H76Cl2N5O5S", "method": "ωB97M-V/def2-TZVPD", "elements": ["C", "C", "C", "O", "O", "C", "C", "N", "C", "C", "C", "C", "O", "O", "C", "O", "C", "C", "C", "C", "C", "C", "C", "C", "C", "C", "C", "C", "Cl", "C", "C", "Cl", "C", "N", "C", "S", "H", "H", "H", "H", "H", "H", "H", "H", "H", "H", "H", "H", "H", "H", "H", "H", "H", "H", "H", "H", "H", "H", "H", "H", "H", "H", "H", "H", "H", "H", "H", "C", "C", "N", "C", "C", "C", "C", "H", "H", "H", "H", "H", "H", "H", "H", "H", "H", "H", "H", "H", "H", "H", "C", "C", "N", "C", "C", "C", "C", "H", "H", "H", "H", "H", "H", "H", "H", "H", "H", "H", "H", "H", "H", "H", "C", "C", "N", "C", "C", "C", "C", "H", "H", "H", "H", "H", "H", "H", "H", "H", "H", "H", "H", "H", "H", "H"], "xyz": [[-6.431, 3.044, 8.525], [-6.082, 1.526, 9.051], [-5.264, 0.782, 7.800], [-6.053, 0.283, 6.825], [-3.766, 0.692, 7.770], [-3.363, -0.682, 8.108], [-1.936, -1.169, 7.468], [-1.824, -1.036, 5.965], [-3.045, -0.958, 5.072], [-2.902, -0.813, 3.415], [-1.356, -0.806, 2.776], [-1.274, -0.653, 1.139], [-0.391, 0.174, 0.514], [-2.234, -1.406, 0.316], [-2.195, -1.007, -1.099], [-2.782, 0.350, -1.353], [-2.328, 0.837, -2.695], [-2.798, -0.031, -4.045], [-2.412, 0.413, -5.588], [-2.960, -0.523, -6.820], [-1.502, 1.779, -5.777], [-0.991, 2.659, -4.452], [-1.398, 2.190, -2.910], [-0.880, 3.126, -1.630], [0.443, 4.064, -2.040], [-2.049, 4.235, -1.184], [-0.041, -0.944, 3.783], [1.481, -0.983, 3.141], [2.364, 0.682, 3.302], [2.398, -2.248, 3.642], [3.566, -1.868, 4.732], [1.377, -3.737, 4.198], [-0.389, -1.031, 5.398], [0.839, -1.110, 6.329], [1.095, 0.243, 6.587], [1.674, 1.862, 6.640], [-6.002, 3.155, 7.423], [-5.910, 3.860, 9.190], [-7.605, 3.222, 8.427], [-5.477, 1.479, 10.054], [-7.113, 0.951, 9.185], [-3.235, -0.748, 9.293], [-4.205, -1.474, 7.825], [-1.085, -0.649, 8.080], [-1.844, -2.334, 7.705], [-4.174, -0.993, 5.458], [-3.863, -0.717, 2.719], [-2.926, -1.756, -1.673], [-1.151, -1.126, -1.619], [-3.446, -1.026, -3.932], [-3.883, 0.017, -7.332], [-3.361, -1.536, -6.384], [-2.150, -0.754, -7.642], [-1.162, 2.148, -6.844], [-0.328, 3.600, -4.685], [-0.528, 2.474, -0.710], [0.070, 4.913, -2.766], [0.929, 4.587, -1.090], [1.237, 3.423, -2.650], [-2.273, 4.183, -0.014], [-1.632, 5.337, -1.367], [-3.020, 4.087, -1.833], [1.348, -1.123, 1.962], [2.974, -2.640, 2.672], [3.328, -0.949, 5.416], [3.727, -2.791, 5.472], [4.625, -1.700, 4.209], [-3.276, -0.967, -11.106], [-3.493, 0.544, -11.135], [-2.375, 1.311, -10.577], [-2.703, 2.721, -10.335], [-3.030, 3.587, -11.548], [-1.062, 1.072, -11.175], [-0.910, 1.305, -12.674], [-3.040, -1.314, -10.095], [-4.187, -1.479, -11.432], [-2.470, -1.276, -11.778], [-4.392, 0.744, -10.538], [-3.724, 0.850, -12.161], [-1.888, 3.193, -9.774], [-3.564, 2.756, -9.655], [-2.134, 3.834, -12.120], [-3.465, 4.535, -11.214], [-3.755, 3.115, -12.214], [-0.773, 0.035, -10.964], [-0.306, 1.670, -10.649], [-1.734, 0.879, -13.253], [0.012, 0.831, -13.028], [-0.830, 2.368, -12.912], [4.342, -4.555, 11.845], [3.068, -4.217, 11.075], [3.233, -3.121, 10.115], [1.960, -2.605, 9.599], [1.101, -3.552, 8.766], [4.287, -3.288, 9.114], [4.221, -4.516, 8.211], [4.753, -3.670, 12.341], [4.122, -5.300, 12.617], [5.112, -4.979, 11.193], [2.319, -3.922, 11.821], [2.692, -5.125, 10.594], [2.145, -1.694, 9.019], [1.358, -2.272, 10.455], [1.514, -3.695, 7.765], [0.102, -3.123, 8.638], [0.977, -4.528, 9.239], [5.253, -3.303, 9.634], [4.339, -2.391, 8.483], [3.997, -5.433, 8.762], [5.190, -4.662, 7.721], [3.481, -4.395, 7.418], [6.322, 2.027, -3.538], [4.878, 1.537, -3.488], [4.146, 1.729, -4.744], [2.698, 1.536, -4.608], [2.204, 0.143, -4.232], [4.742, 1.133, -5.940], [5.001, -0.370, -5.931], [6.376, 3.073, -3.856], [6.773, 1.956, -2.543], [6.934, 1.424, -4.216], [4.378, 2.112, -2.698], [4.868, 0.490, -3.169], [2.200, 1.850, -5.533], [2.334, 2.239, -3.846], [2.274, -0.550, -5.073], [1.147, 0.192, -3.949], [2.747, -0.277, -3.383], [5.696, 1.638, -6.135], [4.128, 1.378, -6.816], [5.460, -0.714, -5.000], [5.687, -0.629, -6.745], [4.084, -0.939, -6.099]], "mulliken_charge": [-0.861, -0.211, 0.321, -0.510, -0.280, -0.724, -0.418, 0.420, 0.171, -0.879, 0.115, 0.375, -0.515, -0.342, -0.164, -0.370, 0.260, -0.592, 0.492, -0.722, -0.462, -0.513, 0.322, 0.833, -1.158, -1.019, 0.161, -0.287, -0.107, -0.048, -0.669, -0.162, -0.025, 0.225, 0.048, 0.031, 0.277, 0.257, 0.277, 0.300, 0.274, 0.350, 0.417, 0.383, 0.165, 0.283, 0.400, 0.197, 0.338, 0.059, 0.219, 0.312, 0.216, 0.287, 0.166, -0.023, 0.328, 0.338, -0.132, 0.232, 0.322, 0.315, 0.376, 0.407, 0.143, 0.091, 0.385, -1.254, -0.468, 0.372, -0.616, -1.156, -0.741, -1.029, 0.178, 0.435, 0.306, 0.437, 0.272, 0.287, 0.402, 0.254, 0.423, 0.271, 0.387, 0.370, 0.237, 0.389, 0.264, -1.414, -0.317, 0.145, -0.840, -0.082, -0.609, -0.856, 0.331, 0.435, 0.293, 0.430, 0.277, 0.278, 0.381, 0.021, -0.255, 0.408, 0.354, 0.276, 0.299, 0.369, 0.108, -1.436, -0.260, 0.179, 0.418, -0.883, -0.682, -0.949, 0.325, 0.432, 0.299, 0.374, 0.265, 0.313, -0.536, 0.267, 0.259, 0.266, 0.392, 0.328, 0.240, 0.374, 0.267], "gap_ev": 4.0832, "e_tot_ha": -3689.45428, "total_charge": 1, "e_lumo_ha": -0.18871}

---

(3)
{"formula": "CH3ClN2", "method": "ωB97M-V/def2-TZVPD", "elements": ["C", "N", "N", "Cl", "H", "H", "H"], "xyz": [[-0.350, -0.963, 1.006], [0.692, 1.341, -1.131], [-0.328, 0.778, -0.928], [-0.313, -2.544, 0.511], [0.692, -0.511, 1.170], [-1.261, -0.278, 1.061], [0.867, 2.177, -1.689]], "nbo_charge": [-0.448, -0.343, -0.005, 0.045, 0.191, 0.213, 0.347], "de_lowest_ev": 4.916, "gap_ev": [8.1970, 8.9718], "e_tot_ha": -609.45202, "e_lumo_ha": [0.01703, 0.02292]}

---

(4)
{"formula": "C15H31FP2Sn", "method": "ωB97M-V/def2-TZVPD", "elements": ["P", "P", "C", "C", "H", "H", "H", "H", "C", "H", "H", "H", "C", "H", "H", "H", "C", "H", "H", "H", "C", "H", "H", "H", "Sn", "C", "C", "C", "C", "C", "C", "C", "C", "C", "H", "H", "H", "H", "H", "H", "H", "H", "H", "H", "H", "H", "H", "H", "H", "F"], "xyz": [[-2.688, 0.560, 0.407], [0.433, -2.015, 2.354], [-0.926, -0.373, 0.059], [-0.246, -1.674, 0.601], [-0.144, 0.421, 0.144], [-0.951, -0.524, -1.028], [-0.872, -2.525, 0.255], [0.698, -1.774, 0.036], [2.122, -1.272, 2.384], [2.895, -1.877, 2.897], [2.115, -0.280, 2.853], [2.560, -1.154, 1.395], [0.832, -3.733, 1.887], [1.749, -3.755, 1.283], [0.008, -4.180, 1.308], [0.994, -4.323, 2.800], [-2.591, 2.393, -0.047], [-3.589, 2.888, -0.094], [-2.119, 2.628, -1.000], [-2.066, 2.983, 0.732], [-3.593, -0.283, -0.936], [-3.279, -1.332, -1.040], [-3.467, 0.224, -1.899], [-4.660, -0.298, -0.675], [-0.669, 0.735, 2.639], [1.883, -0.511, -1.331], [2.197, 0.414, -0.407], [2.574, 1.817, -0.730], [1.515, 2.611, -1.533], [0.110, 2.153, -1.336], [-0.454, 1.282, -2.196], [0.319, 0.465, -3.194], [1.708, -0.161, -2.774], [-2.035, -0.974, 3.598], [1.953, -1.595, -1.168], [2.573, 0.139, 0.572], [3.530, 1.851, -1.312], [2.741, 2.339, 0.228], [1.621, 3.688, -1.281], [1.756, 2.506, -2.601], [-0.408, 2.643, -0.497], [-1.533, 1.239, -2.359], [0.520, 1.015, -4.142], [-0.315, -0.403, -3.469], [1.829, -1.102, -3.340], [2.518, 0.502, -3.106], [-1.687, -2.037, 3.567], [-2.926, -0.915, 2.951], [-2.283, -0.692, 4.623], [-0.253, 2.266, 3.918]], "nbo_charge": [0.744, 0.794, -0.766, -0.718, 0.284, 0.216, 0.225, 0.238, -0.954, 0.246, 0.232, 0.211, -0.936, 0.217, 0.234, 0.237, -0.943, 0.252, 0.229, 0.244, -0.944, 0.243, 0.224, 0.241, 1.306, -0.187, -0.181, -0.448, -0.443, -0.196, -0.190, -0.444, -0.450, -1.180, 0.202, 0.207, 0.219, 0.216, 0.224, 0.199, 0.217, 0.202, 0.226, 0.211, 0.215, 0.207, 0.210, 0.204, 0.208, -0.805], "de_lowest_ev": 0.676, "gap_ev": 7.0863, "e_tot_ha": -1586.78600, "e_lumo_ha": -0.00584}

---

(5)
{"formula": "C16H35FN2O8Si2", "method": "ωB97M-V/def2-TZVPD", "elements": ["C", "C", "N", "C", "Si", "O", "Si", "C", "C", "F", "N", "C", "C", "C", "O", "H", "H", "H", "H", "H", "H", "H", "H", "H", "H", "H", "H", "H", "H", "H", "H", "H", "H", "H", "C", "C", "O", "C", "O", "O", "C", "H", "H", "H", "H", "H", "H", "H", "H", "C", "C", "O", "C", "O", "O", "C", "H", "H", "H", "H", "H", "H", "H", "H"], "xyz": [[0.819, -3.989, 4.080], [0.992, -4.519, 2.683], [1.873, -5.417, 2.512], [0.111, -4.024, 1.541], [-0.196, -2.167, 1.528], [-1.414, -1.713, 0.495], [-2.854, -2.537, 0.441], [-3.788, -2.497, 2.075], [-4.187, -1.102, 2.548], [-3.096, -3.161, 3.103], [1.254, -1.298, 1.034], [2.400, -2.121, 0.597], [1.591, -0.258, 1.938], [2.728, -0.449, 2.910], [0.943, 0.784, 1.927], [-0.085, -3.414, 4.225], [1.706, -3.429, 4.356], [0.776, -4.843, 4.747], [1.907, -5.709, 1.539], [0.595, -4.310, 0.611], [-0.810, -4.600, 1.608], [-0.517, -1.709, 2.889], [-2.640, -3.939, 0.028], [-3.725, -1.888, -0.558], [-4.703, -3.071, 1.912], [-5.215, -1.115, 2.900], [-4.139, -0.362, 1.756], [-3.580, -0.805, 3.394], [2.080, -2.785, -0.195], [2.888, -2.677, 1.394], [3.152, -1.475, 0.150], [2.465, -1.170, 3.677], [3.652, -0.744, 2.426], [2.900, 0.505, 3.391], [-1.022, 2.035, -0.507], [-0.487, 3.307, 0.111], [-1.032, 4.479, -0.526], [-2.262, 4.814, -0.158], [-2.937, 4.264, 0.670], [-2.621, 5.894, -0.857], [-3.950, 6.346, -0.595], [-0.862, 2.037, -1.586], [-0.518, 1.171, -0.078], [-2.093, 1.934, -0.332], [0.588, 3.369, -0.038], [-0.671, 3.337, 1.183], [-4.108, 6.496, 0.470], [-4.675, 5.632, -0.982], [-4.058, 7.292, -1.117], [2.558, -0.654, -5.671], [3.680, 0.174, -5.082], [3.323, 1.559, -4.984], [2.539, 1.872, -3.953], [2.148, 1.114, -3.106], [2.282, 3.175, -4.013], [1.400, 3.647, -2.989], [2.243, -0.240, -6.629], [2.888, -1.681, -5.825], [1.693, -0.666, -5.009], [4.551, 0.152, -5.734], [3.982, -0.200, -4.104], [1.757, 3.358, -2.005], [0.395, 3.265, -3.152], [1.387, 4.730, -3.063]], "nbo_charge": [-0.692, 0.335, -0.630, -0.994, 1.833, -1.220, 1.403, -0.216, -0.652, -0.384, -0.870, -0.420, 0.711, -0.731, -0.572, 0.225, 0.232, 0.246, 0.324, 0.243, 0.276, -0.222, -0.212, -0.193, 0.186, 0.215, 0.222, 0.238, 0.209, 0.192, 0.209, 0.235, 0.232, 0.246, -0.645, -0.069, -0.502, 0.982, -0.648, -0.499, -0.256, 0.202, 0.250, 0.214, 0.187, 0.204, 0.196, 0.187, 0.193, -0.639, -0.070, -0.494, 0.981, -0.651, -0.493, -0.256, 0.213, 0.216, 0.225, 0.189, 0.193, 0.193, 0.190, 0.201], "de_lowest_ev": 0.456, "gap_ev": 10.4499, "e_tot_ha": -2021.05649, "e_lumo_ha": 0.02142}